{
  "formula": "C36H62AsN4O2PtS2Si2",
  "method": "the ωB97M-V functional and the def2-TZVPD basis",
  "elements": ["Pt", "C", "Si", "C", "C", "C", "C", "C", "C", "C", "C", "N", "Si", "C", "C", "C", "H", "H", "H", "H", "H", "H", "H", "H", "H", "H", "H", "H", "H", "H", "H", "H", "H", "H", "H", "H", "H", "H", "O", "S", "C", "C", "C", "C", "H", "H", "H", "H", "H", "H", "H", "H", "N", "C", "C", "C", "C", "C", "C", "C", "N", "C", "C", "N", "C", "H", "H", "H", "H", "H", "H", "H", "C", "C", "As", "C", "C", "C", "C", "H", "H", "H", "H", "H", "H", "H", "H", "H", "H", "H", "H", "H", "H", "H", "C", "C", "S", "O", "C", "C", "H", "H", "H", "H", "H", "H", "H", "H", "H", "H"],
  "positions_angstrom": [[0.1846, 0.2107, -0.2308], [4.1814, -0.6103, 1.7508], [3.2245, -1.8637, 0.7465], [3.4327, -1.7061, -1.1119], [3.8723, -3.5253, 1.2909], [1.3359, -1.7014, 1.0940], [0.8244, -0.8749, 2.1803], [1.1055, -1.0044, 3.5416], [0.3729, -0.2635, 4.4454], [-0.6227, 0.6094, 3.9878], [-0.8050, 0.7497, 2.6345], [-0.0751, 0.0269, 1.7649], [0.2101, -3.2633, 0.9009], [-1.3669, -2.8806, 1.8398], [0.9658, -4.7261, 1.7720], [0.0008, -3.6565, -0.9115], [5.1945, -0.5256, 1.3496], [4.2857, -0.9666, 2.7785], [3.7464, 0.3827, 1.8050], [4.4016, -1.2658, -1.3581], [2.6427, -1.1213, -1.5844], [3.4173, -2.7009, -1.5628], [4.9627, -3.4379, 1.3049], [3.6224, -4.3348, 0.6080], [3.5652, -3.8125, 2.2964], [1.8663, -1.7033, 3.8637], [0.5573, -0.3657, 5.5067], [-1.2339, 1.1755, 4.6756], [-1.5347, 1.4215, 2.2096], [-1.1455, -2.7817, 2.9053], [-2.0769, -3.7045, 1.7473], [-1.8505, -1.9616, 1.5254], [1.3717, -4.4827, 2.7546], [1.7449, -5.2107, 1.1888], [0.1702, -5.4591, 1.9294], [-0.2889, -2.7763, -1.4827], [-0.7523, -4.4360, -1.0496], [0.9376, -4.0435, -1.3181], [-1.4606, -0.8946, -0.8179], [-2.9405, -0.4413, -0.5884], [-3.8419, -2.0057, -0.3323], [-4.8921, -2.1011, -1.4336], [-4.2289, -1.5428, -2.6866], [-3.6310, -0.2107, -2.2537], [-4.2269, -2.0235, 0.6839], [-3.0671, -2.7648, -0.4429], [-5.7800, -1.5221, -1.1747], [-5.2042, -3.1380, -1.5508], [-4.9342, -1.3966, -3.5032], [-3.4471, -2.2205, -3.0378], [-4.4014, 0.5563, -2.1465], [-2.8269, 0.1895, -2.8725], [9.8464, 3.6530, -2.7977], [8.8214, 3.4155, -2.3422], [7.5360, 3.1199, -1.7729], [6.4286, 2.9839, -2.6079], [5.1875, 2.7052, -2.0641], [5.0738, 2.5515, -0.6913], [6.1646, 2.6793, 0.1528], [7.4025, 2.9721, -0.3944], [3.7863, 2.2459, -0.1274], [3.2551, 2.7720, 1.0248], [2.0507, 2.1706, 1.2080], [1.8549, 1.2800, 0.1723], [2.9216, 1.3490, -0.6130], [6.5443, 3.1137, -3.6747], [4.3163, 2.6377, -2.7034], [6.0647, 2.5330, 1.2202], [8.2689, 3.0766, 0.2434], [3.7643, 3.5275, 1.5968], [1.3437, 2.3041, 2.0057], [3.0922, 0.7502, -1.4917], [-2.5882, 4.2666, -2.4711], [-2.2910, 2.8136, -2.1073], [-0.8615, 2.6300, -0.7847], [-1.5534, 3.6458, 0.7359], [-3.0016, 3.3234, 1.0897], [0.5209, 3.8372, -1.4401], [1.1106, 3.4512, -2.7837], [-3.4606, 4.3097, -3.1228], [-1.7598, 4.7257, -3.0092], [-2.8067, 4.8782, -1.5957], [-1.9966, 2.2400, -2.9875], [-3.1701, 2.3293, -1.6754], [-1.4490, 4.6954, 0.4540], [-0.8744, 3.4890, 1.5752], [-3.6886, 3.7148, 0.3402], [-3.2692, 3.7837, 2.0403], [-3.1928, 2.2502, 1.1753], [1.2846, 3.9025, -0.6636], [0.0369, 4.8144, -1.4875], [1.6491, 2.5070, -2.7090], [1.8143, 4.2130, -3.1201], [0.3434, 3.3557, -3.5557], [0.5562, 0.5040, -6.1181], [1.2179, 0.4250, -4.7473], [-0.0104, 0.0805, -3.4831], [0.8474, -0.0421, -2.1887], [-0.4774, -1.6104, -3.9027], [0.6696, -2.5677, -4.1677], [1.3120, 0.7733, -6.8540], [-0.2260, 1.2622, -6.1509], [0.1331, -0.4521, -6.4230], [1.6674, 1.3700, -4.4552], [1.9742, -0.3571, -4.6847], [-1.1627, -1.5151, -4.7487], [-1.0681, -1.9065, -3.0339], [1.1306, -2.3988, -5.1389], [0.2801, -3.5852, -4.1649], [1.4301, -2.5046, -3.3902]],
  "homo_ev": [-15.883, -15.865],
  "e_tot_ha": -5508.05778,
  "total_charge": 3
}

***

{
  "formula": "C36H62BiN10O3PSi",
  "method": "the ωB97M-V functional and the def2-TZVPD basis",
  "elements": ["Bi", "C", "C", "N", "C", "C", "N", "C", "C", "N", "H", "H", "H", "H", "H", "H", "H", "H", "H", "H", "H", "H", "H", "H", "H", "N", "C", "C", "C", "C", "N", "C", "N", "N", "C", "O", "O", "H", "H", "H", "H", "H", "H", "H", "H", "H", "H", "H", "H", "H", "H", "C", "C", "C", "C", "C", "C", "Si", "C", "C", "C", "C", "C", "C", "C", "C", "C", "C", "C", "C", "H", "H", "H", "H", "H", "H", "H", "H", "H", "H", "H", "H", "H", "H", "H", "C", "N", "C", "P", "O", "N", "C", "C", "N", "C", "C", "H", "H", "H", "H", "H", "H", "H", "H", "H", "H", "H", "H", "H", "H", "H", "H", "H", "H"],
  "positions_angstrom": [[0.2030, 0.5412, 1.1458], [3.7608, -0.2329, 0.6672], [3.4995, 1.0335, 1.5085], [2.4574, 0.8381, 2.5246], [2.7149, -0.2403, 3.4835], [1.4528, -1.0611, 3.7436], [0.6890, -1.4176, 2.5287], [1.1822, -2.5962, 1.7821], [2.5350, -2.3515, 1.1228], [2.5782, -1.0577, 0.4592], [4.1579, 0.0926, -0.2978], [4.5529, -0.8251, 1.1334], [4.4458, 1.3524, 1.9591], [3.1647, 1.8476, 0.8607], [2.3109, 1.7090, 3.0251], [3.5200, -0.8660, 3.1084], [3.0579, 0.1559, 4.4425], [1.7117, -1.9635, 4.3068], [0.7987, -0.4546, 4.3693], [-0.2653, -1.6374, 2.8076], [1.2515, -3.4559, 2.4557], [0.4284, -2.8102, 1.0258], [3.3293, -2.3998, 1.8671], [2.7276, -3.1819, 0.4350], [2.3443, -1.1253, -0.5211], [-1.6406, 1.3660, -0.5286], [-1.9608, 0.2498, -1.4282], [-3.4807, 0.1895, -1.6651], [-4.0028, -0.7987, -2.7062], [-3.4608, -0.5477, -4.1177], [-2.1971, -1.2251, -4.3927], [-2.0982, -2.5162, -4.6575], [-3.1796, -3.2722, -4.8497], [-0.8864, -3.0534, -4.7877], [-1.4266, -1.0825, -0.8749], [-1.3989, -2.0592, -1.6080], [-1.0894, -1.1060, 0.3790], [-2.4453, 1.6183, 0.0386], [-1.3878, 2.1981, -1.0494], [-1.4221, 0.4198, -2.3603], [-3.7994, 1.1970, -1.9520], [-3.9632, -0.0239, -0.7058], [-5.0905, -0.7050, -2.7344], [-3.7739, -1.8209, -2.4023], [-3.2837, 0.5158, -4.2821], [-4.1778, -0.8454, -4.8843], [-1.3509, -0.7989, -4.0436], [-4.0997, -2.9269, -4.6444], [-3.0932, -4.2427, -5.0949], [-0.0692, -2.4864, -4.5756], [-0.7688, -4.0482, -4.8613], [1.6526, 3.4487, 5.9467], [0.8052, 2.4865, 6.4744], [-0.1461, 1.8727, 5.6671], [-0.2644, 2.2023, 4.3160], [0.6001, 3.1800, 3.8046], [1.5462, 3.8022, 4.6062], [-1.4857, 1.3393, 3.1781], [-2.5005, 0.0606, 4.1235], [-3.8517, 0.3080, 4.3917], [-4.6243, -0.5869, 5.1195], [-4.0686, -1.7595, 5.6037], [-2.7261, -2.0206, 5.3736], [-1.9602, -1.1207, 4.6485], [-2.6746, 2.5921, 2.4271], [-2.5172, 3.9694, 2.5940], [-3.4095, 4.8705, 2.0249], [-4.4823, 4.4151, 1.2749], [-4.6655, 3.0491, 1.0997], [-3.7711, 2.1553, 1.6686], [2.3854, 3.9329, 6.5782], [0.8753, 2.2202, 7.5208], [-0.8100, 1.1336, 6.1008], [0.5282, 3.4776, 2.7596], [2.1910, 4.5680, 4.1937], [-4.3136, 1.2258, 4.0563], [-5.6636, -0.3581, 5.3153], [-4.6711, -2.4571, 6.1697], [-2.2710, -2.9193, 5.7690], [-0.9081, -1.3472, 4.5391], [-1.7045, 4.3558, 3.1963], [-3.2710, 5.9322, 2.1814], [-5.1802, 5.1181, 0.8403], [-5.5133, 2.6818, 0.5353], [-3.9496, 1.0901, 1.5431], [1.8246, -2.9902, -2.6464], [2.7303, -1.8491, -2.7227], [4.1445, -2.1988, -2.7140], [2.0924, -0.3942, -3.1949], [1.0664, 0.1296, -2.2569], [1.3681, -0.6952, -4.6905], [2.0705, -1.4794, -5.7090], [0.7021, 0.4684, -5.2874], [3.3634, 0.6483, -3.3093], [4.3950, 0.5641, -4.3363], [3.3352, 1.9306, -2.6115], [2.1217, -3.6315, -1.8144], [1.8626, -3.6043, -3.5557], [0.8031, -2.6558, -2.4584], [4.3262, -2.9026, -1.8996], [4.7553, -1.3185, -2.5368], [4.4666, -2.6764, -3.6456], [2.5986, -2.3159, -5.2533], [2.7838, -0.8812, -6.2821], [1.3438, -1.8812, -6.4195], [0.2049, 1.0487, -4.5110], [-0.0360, 0.1351, -6.0204], [1.4114, 1.1205, -5.8079], [4.2780, 1.3646, -5.0722], [4.3611, -0.3897, -4.8567], [5.3854, 0.6617, -3.8853], [2.5184, 1.9419, -1.8953], [3.1999, 2.7541, -3.3182], [4.2802, 2.0893, -2.0851]],
  "homo_ev": -11.967,
  "relative_energy_kcal_mol": 11.8,
  "e_tot_ha": -3027.44081,
  "total_charge": 2
}